Below is a cluster of 2 separate species, C32H40N4OS2 in total in a non-equilibrium geometry, with properties calculated with ωB97M-V/def2-TZVPD.

Molar mass (u): 560.83
E (eV): -63507.42413
Energy relative to the best compared isomer or geometry (same formula, charge and spin) (kcal/mol): 39.9
Strongest force on any atom (eV/A): 1.761

```
! RIJCOSX wB97M-V def2-TZVPD def2/J DEFGRID3
* xyz 0 1
C 0.14 -1.33 3.54
C -0.94 -0.26 3.73
N -1.74 -0.13 2.50
C -2.09 1.07 1.91
S -1.93 2.49 2.77
S -2.70 1.09 0.36
C -2.28 -1.43 2.07
C -1.15 -2.45 1.91
O -0.41 -2.57 3.11
H 0.87 -1.02 2.79
H 0.68 -1.52 4.48
H -1.63 -0.54 4.53
H -0.52 0.71 3.99
H -2.97 -1.76 2.86
H -2.88 -1.32 1.16
H -1.53 -3.44 1.66
H -0.45 -2.15 1.12
C -11.68 -0.98 1.40
N -10.65 -0.06 0.92
C -10.84 0.39 -0.46
C -9.55 0.31 1.72
C -8.93 1.56 1.58
C -7.86 1.91 2.37
C -7.34 1.04 3.34
C -6.23 1.45 4.14
C -5.54 0.66 5.01
C -4.49 1.09 5.86
C -3.78 0.09 6.66
C -3.63 -1.23 6.21
C -3.01 -2.17 6.98
C -2.50 -1.84 8.25
N -1.87 -2.84 9.06
C -0.43 -2.84 9.30
C -2.62 -3.92 9.69
C -2.63 -0.52 8.69
C -3.25 0.42 7.92
C -4.12 2.50 5.99
C -5.09 3.51 6.05
C -4.74 4.83 6.16
C -3.39 5.21 6.21
N -3.02 6.59 6.30
C -2.44 7.12 7.53
C -2.73 7.36 5.09
C -2.42 4.20 6.19
C -2.77 2.89 6.09
C -7.99 -0.20 3.49
C -9.06 -0.55 2.71
H -11.75 -0.93 2.49
H -12.65 -0.70 0.98
H -11.45 -2.00 1.11
H -9.99 0.99 -0.78
H -10.91 -0.47 -1.12
H -11.75 0.98 -0.54
H -9.35 2.26 0.88
H -7.43 2.89 2.25
H -5.91 2.47 4.03
H -5.80 -0.38 5.07
H -3.97 -1.50 5.22
H -2.88 -3.18 6.62
H 0.03 -2.00 8.80
H -0.24 -2.78 10.37
H 0.01 -3.76 8.91
H -3.69 -3.79 9.50
H -2.30 -4.89 9.30
H -2.46 -3.90 10.77
H -2.27 -0.28 9.67
H -3.37 1.42 8.30
H -6.14 3.24 6.08
H -5.50 5.60 6.22
H -2.60 6.42 8.34
H -1.37 7.28 7.41
H -2.92 8.07 7.78
H -3.09 6.81 4.21
H -3.23 8.32 5.13
H -1.66 7.51 4.98
H -1.38 4.49 6.23
H -2.01 2.13 6.08
H -7.66 -0.89 4.25
H -9.54 -1.50 2.86
*
```